[1]
Formula: C12H13BaINO2
Source: the Open Molecules 2025 dataset
Level of theory: wB97M-V/def2-TZVPD

Properties
**HOMO**: -9.04 eV
**Total charge**: +1
**HOMO-LUMO gap**: 4.0 eV
**Max |F|**: 9.6 eV/Å

Cartesian coordinates (Å):
O  4.89928  1.48597  0.85520
C  4.46652  1.18817  -0.29025
I  3.94944  2.86828  -1.65690
C  4.25898  -0.38247  -0.71257
C  2.71225  -0.74926  -0.95440
C  1.83348  -0.40817  0.35505
C  0.24126  -0.57761  0.11943
C  -0.30918  -2.03805  0.46290
O  0.51799  -2.98724  0.63450
N  -1.74976  -2.40308  0.58894
C  -2.55503  -1.15438  0.43302
C  -3.02539  -0.67129  -0.96260
C  -3.82258  0.66713  -1.03105
C  -4.11031  1.43857  0.29870
C  -3.64538  0.95542  1.70474
C  -2.83790  -0.37114  1.77129
H  4.58330  -1.03616  0.18631
H  4.91174  -0.58775  -1.63758
H  2.31471  -0.10297  -1.82392
H  2.22096  -1.03555  1.24598
H  1.98804  0.69707  0.67757
H  -0.25460  0.26094  0.74342
H  0.01053  -0.36066  -0.99573
H  -1.98420  -3.02343  -0.20171
H  -2.73602  -1.30157  -1.86785
H  -4.15857  1.05116  -2.05905
H  -4.67650  2.43387  0.23910
H  -3.86229  1.54123  2.67297
H  -2.43661  -0.76951  2.76329
Ba  3.25584  5.37246  -1.55880

Cartesian forces, eV/Å:
O -2.84 -1.13 -5.95
C 4.39 -1.48 8.46
I 0.56 -3.96 -2.25
C -2.96 -3.03 -0.99
C 1.80 4.06 1.53
C 0.23 -0.82 -0.22
C 0.25 0.58 0.23
C 2.77 -3.59 0.74
O -3.04 3.78 -0.83
N 0.78 3.43 -1.56
C -1.85 2.43 0.44
C -0.70 2.15 3.78
C 1.42 -1.61 3.33
C 1.40 -2.12 -0.03
C 1.24 -2.48 -3.28
C -1.46 1.56 -3.56
H -0.09 1.56 -1.33
H -1.03 0.58 1.38
H 0.36 -1.43 0.65
H -0.87 0.88 -1.44
H -0.13 -1.46 -0.59
H 0.40 -1.63 -1.08
H 0.20 -0.39 1.80
H 0.32 0.02 0.73
H -0.60 1.11 1.32
H 0.46 -0.52 1.95
H 0.90 -1.75 0.04
H 0.31 -1.00 -1.93
H -0.68 0.51 -1.69
Ba -1.56 5.76 0.33

Mulliken atomic charge list, values in e, 2 entries: atom 1 (O): -0.455, atom 2 (C): 0.232

=====

[2]
Formula: C36H74N6O12
Source: the Open Molecules 2025 dataset
Level of theory: wB97M-V/def2-TZVPD

Properties
**HOMO**: -9.13 eV
**HOMO-LUMO gap**: 9.8 eV
**Max |F|**: 3.5 eV/Å
**SMILES**: COCCOCCOC.COCCOCCOC.COCCOCCOC.COCCOCCOC.CC#N.CC#N.CC#N.CC#N.CC#N.CC#N

Cartesian coordinates (Å):
C  -3.88151  2.84388  2.37098
C  -3.56364  1.47407  2.62451
N  -3.29954  0.39170  2.92250
H  -4.76557  2.82992  1.68080
H  -2.98438  3.33309  1.97124
H  -4.09523  3.38057  3.29978
C  2.82292  -2.61683  0.61051
C  3.34711  -3.21247  -0.57522
N  3.73946  -3.58179  -1.60412
H  3.55442  -2.23051  1.28978
H  2.19839  -3.18813  1.25017
H  2.09581  -1.81234  0.32791
C  -1.22035  0.76013  -0.51757
C  0.17793  0.43658  -0.31003
N  1.28155  0.26686  -0.07155
H  -1.87730  0.05506  0.00453
H  -1.53168  0.72591  -1.55723
H  -1.42661  1.80052  -0.14358
C  -4.92013  -1.49655  -0.17615
C  -5.47885  -0.16246  0.00316
N  -6.01344  0.86538  0.11403
H  -4.75091  -1.72720  -1.26973
H  -5.52240  -2.32594  0.20003
H  -3.95625  -1.47542  0.33340
C  -2.50878  -3.70434  -5.02895
C  -2.98834  -2.99277  -3.87624
N  -3.29392  -2.24521  -3.06797
H  -1.63757  -4.33167  -4.72194
H  -2.13028  -3.03354  -5.82869
H  -3.24480  -4.36660  -5.47810
C  2.26954  -1.73244  -3.35955
C  1.44414  -2.22393  -4.47021
N  0.94762  -2.58929  -5.45658
H  3.22575  -2.22162  -3.45332
H  1.90294  -1.93065  -2.34383
H  2.42240  -0.61928  -3.46432
C  8.72077  1.06651  4.56400
O  9.40304  1.64582  3.45133
C  10.02662  0.74077  2.53940
C  8.95199  -0.16418  1.86617
O  7.92585  0.59587  1.29239
C  6.87459  -0.24414  0.90186
C  5.64332  0.62043  0.43144
O  4.97194  1.25185  1.52313
C  5.45581  2.50857  2.00797
H  8.87933  1.81843  5.42146
H  9.03618  0.03561  4.77976
H  7.62458  1.11343  4.37623
H  10.71709  0.03888  3.02547
H  10.50708  1.34016  1.77388
H  8.59076  -0.84066  2.64945
H  9.44050  -0.81261  1.15212
H  6.51273  -0.89007  1.68695
H  7.23957  -0.86752  0.05960
H  4.95016  -0.08650  -0.03654
H  5.91017  1.48236  -0.22598
H  6.18104  2.46412  2.79768
H  4.59804  3.01442  2.48379
H  5.84285  3.11603  1.22153
C  -0.50891  -2.75974  -1.43814
O  -1.35617  -3.88641  -1.59995
C  -0.64728  -5.11184  -1.56742
C  -0.84945  -5.81490  -0.20867
O  -0.23496  -5.11039  0.77660
C  -0.92529  -4.80268  1.96496
C  0.01289  -4.11127  2.98428
O  0.52271  -2.85434  2.49100
C  -0.28472  -1.67167  2.73609
H  -1.03217  -1.81605  -1.64580
H  0.33595  -2.78225  -2.12387
H  -0.23534  -2.73895  -0.39008
H  0.44338  -5.01128  -1.61071
H  -0.98167  -5.71727  -2.44746
H  -0.46286  -6.79515  -0.32043
H  -1.96499  -5.90576  0.04321
H  -1.33663  -5.74374  2.36363
H  -1.80322  -4.16693  1.68918
H  0.84599  -4.74409  3.21743
H  -0.59115  -3.95481  3.97825
H  -1.27773  -1.74241  2.19994
H  0.29336  -0.87707  2.25388
H  -0.45670  -1.63302  3.84909
C  -1.64004  4.77568  7.09710
O  -1.08416  3.86736  6.15487
C  0.21890  3.49821  6.32001
C  0.50278  2.48437  5.28669
O  0.72115  3.18542  4.05453
C  0.94040  2.43175  2.88729
C  1.09777  3.33611  1.75374
O  -0.18491  3.83649  1.41577
C  -0.04117  4.95945  0.57376
H  -2.73287  4.76674  6.93313
H  -1.20076  5.81173  6.94899
H  -1.39615  4.38349  8.11188
H  0.36546  3.08737  7.30386
H  0.85771  4.37109  6.26878
H  -0.31223  1.78312  5.10436
H  1.47635  1.86934  5.55111
H  0.06087  1.79740  2.71146
H  1.84059  1.78695  2.89879
H  1.56889  2.81934  0.90172
H  1.72879  4.21958  2.01779
H  -1.01756  5.40275  0.27944
H  0.60090  4.74297  -0.30996
H  0.49263  5.77376  1.05380
C  -2.43108  0.09772  -4.97610
O  -2.41325  0.80800  -3.68661
C  -3.68126  1.14147  -3.09083
C  -4.43651  2.20166  -3.88007
O  -5.07777  1.72779  -4.98738
C  -6.34948  1.17266  -4.69916
C  -6.92966  0.49653  -5.94718
O  -7.01370  1.45977  -6.94973
C  -7.60930  1.01104  -8.17837
H  -3.30552  -0.52054  -5.10451
H  -1.54449  -0.46251  -5.04636
H  -2.45813  0.93195  -5.74897
H  -3.26655  1.51814  -2.15181
H  -4.31680  0.28669  -2.90978
H  -3.75855  3.05055  -4.18246
H  -5.10977  2.67039  -3.13952
H  -6.99638  2.00275  -4.44419
H  -6.44603  0.51015  -3.84232
H  -7.88713  0.04241  -5.69675
H  -6.32017  -0.33372  -6.24074
H  -7.22833  -0.00296  -8.45613
H  -7.40807  1.72441  -8.95823
H  -8.72296  0.93693  -8.16828

Cartesian forces, eV/Å:
C -0.54 0.77 -0.70
C 0.47 -1.40 1.00
N -0.08 0.39 -0.46
H 0.86 0.47 0.48
H -0.34 -0.04 -0.35
H -0.24 -0.29 -0.08
C -1.34 1.47 0.20
C 0.76 -0.79 -1.73
N -0.35 0.16 1.57
H 0.77 0.51 -0.03
H -0.45 -1.37 0.09
H 0.99 -0.30 0.07
C -0.92 0.84 0.35
C -0.93 0.41 -0.08
N 0.86 -0.25 0.02
H 0.27 0.14 0.17
H 0.44 -0.10 -0.33
H 0.31 -0.97 -0.16
C 0.71 -0.25 -1.18
C -1.64 1.14 0.00
N 1.12 -1.43 -0.13
H 0.01 0.51 1.14
H -0.16 0.48 0.31
H 0.07 -0.37 -0.07
C 1.41 -1.03 -0.70
C 0.05 0.62 -0.57
N -0.51 0.12 0.60
H -0.60 0.43 -0.22
H -0.30 -0.12 0.70
H -0.20 0.04 0.18
C 0.00 1.37 -0.16
C -0.38 -0.28 -1.19
N 0.39 0.47 1.63
H 0.33 -0.07 0.05
H -0.03 0.07 -0.71
H -0.25 -1.13 0.03
C -0.42 1.82 0.37
O 0.69 -0.45 -0.01
C -2.01 -0.51 -0.23
C 1.02 0.58 1.06
O 0.09 -0.12 0.60
C -0.97 1.25 -1.90
C 1.16 0.67 0.90
O -0.09 -0.33 0.49
C -1.31 -0.50 0.29
H 0.03 -1.54 -0.96
H 0.03 0.40 0.18
H 0.54 -0.44 0.00
H 0.21 0.34 0.08
H 0.24 0.16 0.14
H -0.44 0.05 0.02
H 0.24 -0.21 -0.62
H 0.02 -0.27 0.60
H -0.40 0.03 0.19
H -0.13 0.42 -0.01
H 0.25 -1.09 -0.19
H 0.78 -0.59 0.23
H 0.09 -0.16 -0.47
H 0.31 0.50 -0.76
C -0.54 0.31 0.28
O 0.37 0.11 -0.54
C -0.36 -0.53 0.50
C -3.26 0.23 -1.27
O 2.11 1.26 1.18
C -0.67 0.10 -0.21
C -2.12 1.27 0.45
O -0.56 -0.52 0.44
C -0.55 -1.65 -0.11
H -0.36 -0.51 -0.15
H -0.01 -0.34 0.27
H 0.74 0.20 0.23
H -0.03 0.45 -0.42
H 0.19 0.16 0.86
H 0.55 -1.32 0.17
H 1.19 0.04 -0.60
H 0.11 0.24 0.37
H 0.51 -0.14 0.42
H 0.57 -0.27 -0.05
H 0.98 -0.20 -1.69
H 0.85 0.05 0.65
H -0.19 0.14 0.68
H 0.15 0.64 -1.12
C 0.88 -0.08 -0.10
O -2.49 0.73 -0.35
C 0.18 0.18 0.69
C 2.78 -1.31 -1.69
O 0.41 0.31 0.50
C -0.03 -1.25 1.01
C 0.25 1.46 -0.78
O -0.23 0.49 -0.71
C -0.03 0.50 -0.72
H 0.63 0.18 0.14
H -0.57 -1.01 0.31
H -0.30 0.55 -0.34
H 0.15 -0.51 0.77
H 0.63 0.21 -0.38
H -0.19 -0.09 0.52
H -1.71 1.04 -0.37
H 0.08 -0.22 -0.10
H -0.20 0.09 0.54
H -0.19 0.09 0.11
H -0.10 -0.68 0.03
H 0.48 -0.80 0.09
H -0.68 -0.17 0.15
H 0.17 0.17 0.59
C -1.10 3.34 0.25
O -0.34 -1.43 -0.89
C 1.78 0.63 -0.74
C 1.24 1.63 1.89
O -0.73 -1.23 -0.86
C -0.85 0.37 -0.99
C 0.21 0.47 0.93
O -0.73 0.19 -1.31
C -0.31 -0.98 0.63
H -0.30 -0.19 0.14
H 1.16 -0.68 -0.04
H 0.09 -1.29 0.53
H -1.03 0.33 0.22
H -0.07 -0.55 0.00
H -0.37 -1.02 0.12
H -0.34 -0.06 -0.29
H -0.43 0.42 0.03
H 0.74 -0.44 0.14
H -0.49 0.20 0.14
H 0.81 -0.59 -0.40
H -0.08 0.74 0.08
H 0.53 0.28 -0.15
H 0.56 0.00 0.59

Mulliken atomic charge list, values in e, 2 entries: atom 1 (C): -0.600, atom 2 (C): 0.448

=====

[3]
Formula: C18H21N3O2S
Source: the Open Molecules 2025 dataset
Level of theory: wB97M-V/def2-TZVPD

Properties
**HOMO**: -8.11 eV
**HOMO-LUMO gap**: 8.6 eV
**Max |F|**: 3.9 eV/Å
**ΔE to the lowest compared entry with this formula, charge and spin**: 86.77 kcal per mole
**SMILES**: Cc1cccc(Cn2cnc3c(NS(C)(=O)=O)c(C)c(C)cc32)c1

Cartesian coordinates (Å):
O  0.10309  2.62233  4.00325
O  1.46906  4.56044  4.06789
N  0.00125  2.64317  -0.24763
C  -0.95430  2.07848  -0.92279
C  0.10632  -1.49152  -4.09102
C  -0.38197  -2.73024  -4.35958
C  0.52087  -0.81147  0.74600
C  -0.46650  -0.68682  -3.09289
C  -2.05039  -2.39430  -2.53152
C  0.55542  1.64739  0.59966
C  0.05623  0.40901  0.23323
C  1.46827  1.73943  1.57655
C  -1.45750  -3.26726  -3.59882
C  1.32674  -0.69810  1.88763
C  1.76384  0.53552  2.32280
C  -1.52370  -1.09757  -2.29043
N  -0.99703  0.70037  -0.63816
N  1.73410  3.08387  1.99395
C  -1.87819  -4.68953  -3.71079
C  1.60788  -1.98744  2.55085
C  2.51901  0.62876  3.57196
C  -2.05293  -0.23378  -1.14648
C  -0.51238  4.54717  2.23323
S  0.69532  3.70495  3.25015
H  -1.50978  2.71848  -1.54265
H  0.87690  -1.04574  -4.74496
H  -0.00634  -3.41997  -5.13562
H  0.31249  -1.70827  0.28588
H  -0.04176  0.24784  -3.01821
H  -2.95121  -2.56629  -1.93119
H  1.63036  3.79239  1.26837
H  -2.81902  -4.83517  -4.25038
H  -1.10091  -5.21307  -4.34948
H  -1.81708  -5.19354  -2.67779
H  1.48317  -1.93281  3.63058
H  1.03778  -2.77712  2.15397
H  2.67096  -2.30404  2.32871
H  2.54181  1.69771  3.94718
H  3.53096  0.14180  3.26198
H  2.01976  0.04897  4.34653
H  -2.89350  0.29343  -1.62103
H  -2.38071  -0.96478  -0.41125
H  0.02959  5.03482  1.40766
H  -1.24246  3.83673  1.83228
H  -1.02350  5.33578  2.81236

Cartesian forces, eV/Å:
O -0.30 0.06 -1.26
O 0.64 1.77 -0.21
N 0.26 0.24 1.29
C 2.27 -1.77 2.29
C -0.02 1.68 -0.26
C -1.64 -2.48 0.46
C 0.09 3.43 0.80
C -0.07 -1.81 -0.80
C 1.35 0.25 -1.81
C -1.19 -0.31 -3.28
C -1.07 -0.83 -0.55
C 0.19 -0.46 2.32
C -0.62 2.89 2.54
C -1.15 -0.55 -1.88
C -0.53 2.67 -0.80
C 0.67 -1.57 -0.80
N -2.02 0.13 -1.73
N -0.07 0.38 1.85
C 1.41 -1.47 0.04
C 2.68 0.08 0.63
C 1.77 0.40 0.22
C 1.36 -0.14 -1.36
C -0.17 0.84 0.11
S 0.11 -2.24 0.16
H -1.28 -0.23 -1.05
H -0.32 -0.36 0.59
H 0.14 0.72 0.38
H -0.80 -1.96 -0.61
H 0.75 2.07 0.59
H 0.36 -1.01 -0.34
H 0.33 -0.72 -0.32
H -0.11 -0.02 0.56
H -0.85 0.40 0.72
H -0.56 0.67 -1.65
H 0.04 -0.14 0.03
H -1.04 -0.83 -0.38
H -0.78 0.39 0.55
H 0.65 -1.44 -0.50
H -1.20 1.10 1.42
H 0.28 -0.14 0.09
H 0.18 0.38 0.90
H -0.15 0.58 0.57
H -0.29 -0.21 0.30
H 0.40 0.04 0.16
H 0.29 -0.49 0.01

Mulliken atomic charge list, values in e, 2 entries: atom 1 (O): -0.591, atom 2 (O): -0.634

=====

[4]
Formula: C3H10N2O
Source: the Open Molecules 2025 dataset
Level of theory: wB97M-V/def2-TZVPD

Properties
**HOMO**: -8.46 eV
**HOMO-LUMO gap**: 9.4 eV
**Max |F|**: 7.6 eV/Å
**ΔE to the lowest compared entry with this formula, charge and spin**: 81.61 kcal per mole
**SMILES**: CC/N=C/N.O

Cartesian coordinates (Å):
C  0.59269  -1.79793  -1.30888
C  -0.79308  -1.06977  -1.03551
N  0.59806  1.92623  0.00104
C  -0.30119  1.18176  -0.56231
N  -0.81257  0.14349  -0.00858
H  1.14949  -1.66853  -0.43693
H  1.03834  -1.08282  -1.98856
H  0.64403  -2.85858  -1.75413
H  -1.34796  -1.84794  -0.51994
H  -1.13432  -0.65970  -1.99098
H  1.44697  2.37227  -0.44337
H  0.98761  1.27953  0.78350
H  -0.15050  0.98058  -1.75485
H  -0.20034  1.45776  4.19376
H  -1.03450  0.38598  3.44295
O  -0.68273  1.25764  3.38278

Cartesian forces, eV/Å:
C -1.05 1.36 -1.35
C -0.21 0.18 1.57
N 4.75 1.35 4.28
C 0.19 -5.14 -5.64
N 0.74 -1.67 -1.02
H 1.11 -0.53 1.64
H 0.73 -0.31 -0.61
H -0.64 1.75 0.90
H -1.05 0.29 -0.55
H -0.66 -0.55 0.12
H -2.32 -0.61 -0.02
H -0.97 2.20 -1.11
H -0.68 1.64 1.84
H -0.23 -0.30 -0.10
H -0.29 -0.99 0.18
O 0.58 1.33 -0.12

Mulliken atomic charge list, values in e, 2 entries: atom 1 (C): -0.906, atom 2 (C): -0.607

=====

The evaluated E for the records listed, in turn: -27016.8166 -72032.2608 -38405.3976 -8297.9652 eV.